No. 1
17
Properties=species:S:1:pos:R:3:forces:R:3:mulliken_charge:R:1 method="wB97M-V/def2-TZVPD" total_energy_ha=-309.7859 e_homo_ev=-8.9385 multiplicity=1 smiles="C=CC=C.CC=O" max_force_ev_per_a=0.50
C -2.5339 0.2249 -0.2722 -0.01 -0.05 -0.09 -0.958
C -1.3085 1.0773 -0.0807 0.04 0.16 -0.23 0.222
C 0.4138 -1.5961 0.5571 0.12 0.05 -0.08 -0.987
C 1.2639 -1.2171 -0.4002 -0.13 -0.08 0.12 0.173
C 2.0600 0.0245 -0.4365 0.04 0.15 0.13 0.036
C 2.0588 0.9913 0.4811 0.02 -0.14 -0.09 -0.748
O -0.7749 1.7033 -0.9631 -0.26 -0.22 0.36 -0.486
H -2.4870 -0.6814 0.3396 0.02 0.15 -0.08 0.266
H -2.6473 -0.0303 -1.3278 -0.01 0.03 0.13 0.285
H -3.4110 0.8005 0.0496 0.11 -0.06 -0.01 0.321
H -0.9220 1.1288 0.9615 -0.03 0.06 -0.14 0.349
H -0.1343 -2.5311 0.4835 0.11 0.13 -0.01 0.247
H 0.2411 -1.0007 1.4517 0.06 -0.08 -0.13 0.303
H 1.3912 -1.8745 -1.2594 -0.03 0.09 0.12 0.295
H 2.6819 0.1528 -1.3206 -0.09 -0.01 0.13 0.266
H 1.4554 0.9375 1.3852 0.10 -0.02 -0.14 0.193
H 2.6528 1.8904 0.3513 -0.06 -0.16 0.01 0.225

No. 2
108
Properties=species:S:1:pos:R:3:forces:R:3:mulliken_charge:R:1 method="wB97M-V/def2-TZVPD" total_energy_ha=-1786.1413 e_homo_ev=-9.6348 multiplicity=1 smiles=CC(C)O.CC(C)O.CC(C)O.CC(C)O.CC(C)O.CC(C)O.CC(C)O.CC(C)O.CO.CO max_force_ev_per_a=1.91
C -0.1009 0.1541 0.6431 -0.24 0.31 1.02 1.136
O 0.4186 1.0142 -0.3544 -0.11 -0.27 0.11 0.265
H -0.1517 -0.8945 0.3505 0.04 0.03 -0.20 -0.314
H 0.4722 0.2246 1.5791 0.21 -0.15 -0.23 -0.358
H -1.0971 0.5013 0.9328 -0.04 -0.05 -0.39 -0.456
H 1.1825 0.5514 -0.7277 -0.16 -0.06 -0.06 -0.024
C 2.5353 2.2509 2.5636 -0.27 0.73 -0.85 -0.218
O 3.1129 1.5333 3.6308 -0.12 -0.02 -0.01 -0.517
H 1.5493 2.6927 2.7593 0.01 -0.28 0.39 0.317
H 3.1463 3.0897 2.2040 0.23 -0.14 0.22 0.409
H 2.4095 1.5978 1.7012 0.03 -0.24 0.19 -0.289
H 3.2960 2.1498 4.3448 0.04 -0.01 0.02 0.272
C 0.2534 0.9527 5.9957 0.38 0.26 -0.18 -1.385
C -0.6731 0.4113 4.9295 -1.29 -0.59 0.87 0.778
C -0.3465 -1.0192 4.5462 0.92 0.24 -0.31 -0.849
O -2.0355 0.4335 5.4607 0.43 0.17 -0.26 -0.562
H 1.2284 1.2144 5.5790 -0.02 0.01 0.01 0.174
H 0.4308 0.2033 6.7714 -0.10 -0.04 -0.01 0.396
H -0.1905 1.8299 6.4660 0.08 0.10 -0.08 0.425
H -0.7423 1.0498 4.0504 0.22 0.08 -0.03 0.067
H 0.5345 -1.0282 3.8984 -0.17 0.00 -0.17 -0.075
H -1.1860 -1.4882 4.0407 0.00 -0.07 -0.03 0.318
H -0.0217 -1.6054 5.4094 -0.42 -0.02 0.14 0.424
H -1.9769 0.1244 6.3703 -0.13 -0.05 0.02 0.318
C 3.7762 -4.5243 2.4931 -0.05 -0.54 0.88 -1.518
C 2.3382 -4.0671 2.3852 0.78 0.74 -0.75 0.545
C 2.2627 -2.5475 2.4162 -0.16 0.67 -0.90 -0.198
O 1.8535 -4.5199 1.1146 -0.35 -0.05 0.77 -0.564
H 4.4029 -4.0784 1.7251 0.01 0.02 -0.07 0.300
H 3.8405 -5.6140 2.4519 -0.04 0.04 -0.32 0.387
H 4.1613 -4.2773 3.4882 0.11 0.27 -0.17 0.391
H 1.7589 -4.4491 3.2323 -0.13 -0.29 -0.20 0.299
H 2.6876 -2.0874 3.3086 -0.39 -0.08 0.23 0.605
H 1.2505 -2.2080 2.1685 -0.17 -0.12 0.79 -0.212
H 2.7802 -2.0618 1.5788 0.50 -0.59 0.06 -0.298
H 0.8860 -4.4796 1.1850 -0.04 -0.13 -0.43 0.325
C -1.7436 -1.8179 -4.7192 0.11 -0.19 -0.31 -1.385
C -0.3449 -1.2359 -4.7006 0.12 0.56 1.09 0.842
C 0.4864 -1.7771 -3.5482 -0.11 -0.83 -0.03 -0.493
O 0.3524 -1.4058 -5.9239 -0.18 0.06 -0.10 -0.568
H -2.2221 -1.7574 -3.7422 0.03 0.15 0.03 0.159
H -1.6986 -2.8810 -4.9854 -0.06 0.04 -0.05 0.515
H -2.3538 -1.2834 -5.4482 -0.11 -0.12 0.01 0.373
H -0.4307 -0.1607 -4.4915 -0.02 0.04 -0.47 -0.111
H 1.5018 -1.3893 -3.5748 0.00 0.07 0.00 0.024
H 0.5299 -2.8711 -3.6218 0.17 0.06 -0.03 0.265
H 0.0408 -1.5614 -2.5734 -0.01 0.25 -0.06 -0.037
H -0.0762 -2.1053 -6.4246 0.03 -0.03 -0.03 0.369
C 1.4995 5.3387 -1.2553 0.83 0.91 0.50 -1.148
C 1.6908 4.9835 -2.7098 -1.22 -1.26 -0.09 0.338
C 2.4803 3.6936 -2.8594 1.55 0.22 -0.43 -0.862
O 0.3959 4.7519 -3.3121 0.37 0.14 0.15 -0.582
H 1.1771 4.5030 -0.6352 -0.24 -0.13 -0.23 0.142
H 0.8146 6.1795 -1.1422 -0.19 -0.16 -0.05 0.338
H 2.4511 5.6860 -0.8276 -0.04 -0.12 -0.07 0.420
H 2.1269 5.7951 -3.2865 0.14 0.07 0.07 0.328
H 2.0293 2.8468 -2.3422 -0.26 0.08 0.00 -0.125
H 3.5163 3.7939 -2.4938 -0.29 0.10 0.33 0.425
H 2.6532 3.4467 -3.9106 -0.51 -0.08 -0.01 0.369
H -0.0304 4.0827 -2.7514 0.03 0.23 0.01 0.327
C -0.9456 -4.7040 -1.5780 0.36 0.94 -0.32 -1.313
C -1.3678 -3.8152 -0.4157 -0.05 -1.10 0.47 2.167
C -2.8631 -3.6196 -0.4230 -0.38 0.11 -0.20 -1.390
O -0.9763 -4.4246 0.8346 0.19 0.46 0.01 -0.627
H 0.1249 -4.6110 -1.7677 0.02 -0.07 0.11 0.292
H -1.4566 -4.2762 -2.4470 0.07 -0.52 -0.22 0.247
H -1.1614 -5.7584 -1.4282 -0.36 0.02 0.02 0.378
H -0.8410 -2.8652 -0.4939 0.01 0.06 0.22 -1.260
H -3.2632 -3.1339 0.4670 0.27 0.25 0.01 0.383
H -3.3721 -4.5875 -0.4862 0.08 -0.02 -0.17 0.415
H -3.1254 -3.0356 -1.3081 -0.24 -0.03 0.10 0.299
H -1.6770 -5.0263 1.1036 0.05 -0.05 0.00 0.305
C -5.7439 2.2337 0.9921 -0.39 0.39 0.51 -1.308
C -5.3131 1.0652 1.8681 1.05 0.41 -0.53 0.567
C -3.9157 0.5903 1.4514 -0.38 0.51 -0.06 -1.183
O -5.3070 1.4878 3.2208 -0.51 -0.23 0.36 -0.587
H -6.6319 2.7115 1.4175 -0.18 -0.35 -0.15 0.377
H -5.9439 1.9367 -0.0367 0.09 0.07 -0.06 0.340
H -5.0041 3.0379 1.0470 0.26 -0.24 -0.30 0.254
H -5.9940 0.2196 1.7511 -0.23 0.11 0.26 0.281
H -3.6276 -0.2779 2.0419 0.21 -0.06 -0.15 0.301
H -3.2112 1.4184 1.5924 0.04 -0.11 0.25 0.401
H -3.8873 0.4093 0.3756 -0.03 -0.43 0.07 0.179
H -4.4193 1.6913 3.5274 0.11 -0.12 -0.16 0.336
C -2.7303 1.3360 -2.3727 -0.39 -0.54 -0.01 -0.853
C -1.8086 2.5272 -2.5810 -0.81 -0.29 -0.74 0.831
C -2.5963 3.6852 -3.1633 0.66 1.71 0.53 -1.496
O -1.1730 2.9642 -1.3982 -0.26 0.21 0.08 -0.593
H -3.5746 1.5359 -1.7054 0.36 0.25 0.32 -0.011
H -2.1835 0.4548 -2.0201 -0.03 0.05 0.10 0.122
H -3.2436 1.0489 -3.2974 0.40 0.08 -0.19 0.472
H -1.0585 2.2270 -3.3313 0.07 0.03 0.13 0.207
H -2.0017 4.6074 -3.0923 0.28 -0.31 -0.17 0.382
H -3.4420 4.0002 -2.5440 -0.37 -0.72 -0.21 0.360
H -2.8194 3.6134 -4.2244 -0.36 -0.44 0.08 0.373
H -0.7861 2.2011 -0.9391 0.31 0.02 -0.21 0.265
C 4.4487 -0.0489 0.4072 1.31 0.26 -0.03 -1.685
C 3.5701 0.0867 -0.8198 0.63 -0.26 0.14 1.410
C 4.3317 -0.2335 -2.0951 -1.02 -0.44 -0.82 -1.679
O 2.4224 -0.7797 -0.7195 0.44 0.41 -0.07 -0.454
H 3.9842 0.0927 1.3794 -0.34 -0.15 -0.11 0.312
H 5.2641 0.6860 0.3596 -0.26 0.18 -0.09 0.420
H 5.0242 -0.9819 0.3908 -0.47 -0.26 0.09 0.384
H 3.2417 1.1267 -0.8948 -0.51 -0.15 0.08 -0.205
H 3.6008 -0.3306 -2.9109 0.01 0.43 0.10 0.338
H 4.7508 -1.2451 -2.0942 0.54 0.27 0.40 0.391
H 5.0264 0.5480 -2.3902 0.33 -0.18 0.18 0.429
H 2.7841 -1.6720 -0.6613 -0.32 -0.15 0.04 0.189

Going through the records in order, we get LUMO energy values of 0.707, 0.500 eV.
Going through the records in order, we get relative energy (zero: lowest compared OMol25 entry of this formula, charge and spin) values of 148.25, 23.19 kJ/mol.